20
Properties=species:S:1:pos:R:3:forces:R:3 method="wB97M-V/def2-TZVPD" charge=0 relative_energy_kcal_mol=81.24 smiles="NC[C@@H](N)CC=O.O" multiplicity=1 lumo_energy_ha=0.027 max_force_ev_per_a=5.9
N -1.2666 0.0741 -2.2505 4.293 3.241 -2.434
C -0.1021 -0.4131 -1.3878 -1.392 0.056 -0.032
C 0.3555 0.6962 -0.3472 -3.289 -2.013 -0.762
N -0.7459 1.1349 0.5031 -1.250 0.142 -0.301
C 1.4797 0.3079 0.5318 0.565 -0.167 0.226
C 1.0560 0.7062 1.9299 -0.076 0.888 0.512
O 0.4083 0.0083 2.6667 0.614 -0.520 0.254
H -0.9713 0.2638 -3.3325 -0.334 -0.224 3.581
H -1.8975 -0.6047 -2.4265 -2.564 -3.003 0.050
H 0.7708 -0.6630 -2.0509 -0.778 -0.458 0.929
H -0.6032 -1.2760 -0.7755 1.647 1.154 -1.510
H 0.6012 1.5351 -0.9175 0.491 1.404 -0.973
H -1.2213 1.8275 -0.0481 -0.801 0.045 0.091
H -1.4368 0.4032 0.7987 1.017 0.882 -0.468
H 2.2346 0.9490 0.1255 1.421 -0.161 0.520
H 1.6867 -0.7464 0.4132 0.393 -0.276 0.358
H 1.2714 1.7692 2.2556 0.132 -0.769 -0.372
O -0.6465 -2.3625 1.4288 -2.397 -0.490 -4.545
H -0.1957 -1.9956 2.1177 1.957 1.938 3.026
H -0.7775 -1.6139 0.7657 0.351 -1.668 1.850